No. 1
A molecular structure, C21H47NO5SSi2 at a distorted geometry. Source: the OMol25 dataset; level of theory: the ωB97M-V functional and the def2-TZVPD basis.

```
77
Properties=species:S:1:pos:R:3:lowdin_charge:R:1
C 6.05 -4.65 4.21 -0.18
C 4.91 -3.83 3.62 -0.57
S 3.35 -4.72 3.76 0.79
C 2.23 -3.78 2.67 -0.61
Si 0.62 -3.37 3.55 0.49
O -0.34 -4.76 3.65 -0.42
Si -1.80 -4.72 2.84 0.51
C -3.16 -5.59 3.81 -0.29
C -3.73 -4.77 4.94 -0.33
N -4.26 -3.63 4.85 0.07
H 6.60 -5.19 3.44 0.07
H 6.75 -3.99 4.71 0.07
H 5.69 -5.35 4.95 0.05
H 5.11 -3.61 2.57 0.07
H 4.89 -2.88 4.15 0.07
H 2.72 -2.83 2.48 0.03
H 2.08 -4.32 1.74 0.03
H 0.96 -2.98 4.93 -0.02
H -0.08 -2.25 2.89 -0.03
H -1.67 -5.42 1.54 -0.02
H -2.26 -3.35 2.53 -0.03
H -3.95 -5.86 3.12 0.08
H -2.75 -6.50 4.22 0.07
H -3.72 -5.23 5.92 0.10
H -4.23 -3.32 3.87 0.03
C -1.15 0.97 0.15 -0.16
C -0.39 0.00 -0.74 -0.16
C 0.87 -0.25 0.07 -0.19
O 0.50 -0.12 1.45 -0.17
C -0.81 0.45 1.54 -0.21
H -2.22 1.00 -0.03 0.11
H -0.75 1.98 0.02 0.10
H -0.96 -0.93 -0.84 0.11
H -0.18 0.39 -1.73 0.10
H 1.63 0.51 -0.15 0.12
H 1.30 -1.23 -0.10 0.11
H -1.51 -0.33 1.86 0.10
H -0.81 1.24 2.30 0.12
C 1.48 5.66 -0.98 -0.16
C 1.32 5.52 -2.49 -0.17
C 1.39 4.01 -2.67 -0.21
O 0.85 3.43 -1.48 -0.16
C 0.71 4.44 -0.47 -0.21
H 1.09 6.59 -0.58 0.11
H 2.53 5.58 -0.70 0.11
H 0.34 5.88 -2.80 0.11
H 2.08 6.05 -3.06 0.11
H 2.43 3.67 -2.78 0.12
H 0.82 3.66 -3.53 0.11
H -0.35 4.66 -0.36 0.10
H 1.10 4.07 0.48 0.12
C 1.32 -2.40 -4.79 -0.17
C 1.62 -1.15 -5.61 -0.17
C 1.81 -0.11 -4.52 -0.21
O 2.35 -0.80 -3.38 -0.15
C 2.24 -2.21 -3.58 -0.21
H 1.52 -3.33 -5.32 0.11
H 0.28 -2.40 -4.47 0.11
H 2.55 -1.29 -6.17 0.11
H 0.84 -0.89 -6.31 0.11
H 0.86 0.35 -4.23 0.11
H 2.50 0.69 -4.81 0.12
H 3.24 -2.61 -3.78 0.12
H 1.85 -2.67 -2.68 0.11
C -5.00 4.96 -0.52 -0.17
C -4.83 3.82 -1.51 -0.17
C -3.48 4.15 -2.14 -0.20
O -2.72 4.81 -1.13 -0.16
C -3.57 5.16 -0.03 -0.20
H -5.69 4.74 0.29 0.11
H -5.35 5.86 -1.03 0.11
H -4.77 2.87 -0.98 0.11
H -5.63 3.75 -2.25 0.11
H -3.60 4.83 -2.99 0.12
H -2.94 3.26 -2.48 0.12
H -3.34 4.50 0.81 0.12
H -3.36 6.19 0.27 0.12
```

Properties
* E_HOMO: -8.24 eV
* orbital gap: 8.879 eV

---

No. 2
A molecular structure, C21H48BBr20NO8P2Si2 at a distorted geometry. Source: the OMol25 dataset; level of theory: the ωB97M-V functional and the def2-TZVPD basis.

```
103
Properties=species:S:1:pos:R:3:lowdin_charge:R:1
N 7.84 -1.18 -1.61 0.15
C 6.96 -1.01 -2.41 -0.33
O 5.86 -0.97 -3.27 -0.14
Si 4.86 0.43 -2.98 0.45
O 3.35 0.15 -3.78 -0.35
Si 2.00 0.78 -2.87 0.39
O 1.32 2.24 -3.51 -0.08
B 2.04 3.42 -3.09 -0.74
O 1.97 4.02 -1.77 0.05
O 2.89 4.06 -4.07 0.08
P 0.39 -0.77 -3.07 0.82
O 0.16 -0.85 -4.80 -0.38
O -1.09 -0.02 -2.52 -0.42
P 5.69 2.29 -3.94 0.63
O 5.18 2.38 -5.40 -0.52
H 4.59 0.60 -1.56 -0.02
H 2.28 0.96 -1.44 -0.01
H 2.51 3.45 -1.16 -0.05
H 2.34 4.48 -4.77 0.12
H 1.07 -0.65 -5.17 0.04
H -0.78 0.71 -1.93 0.03
H 7.12 2.32 -3.94 -0.01
H 5.21 3.37 -3.12 0.00
Br 3.20 2.82 0.87 0.72
C 1.55 3.64 1.52 -0.63
C 0.88 2.76 2.55 -0.70
Br -0.04 1.26 1.71 0.61
H 0.93 3.83 0.65 0.05
H 1.86 4.58 1.96 0.07
H 0.09 3.32 3.07 -0.04
H 1.57 2.34 3.28 0.06
Br -3.94 0.93 -0.95 0.61
C -4.11 -0.41 -2.36 -0.68
C -5.16 -0.01 -3.37 -0.71
Br -6.96 -0.32 -2.68 0.62
H -4.32 -1.36 -1.87 0.06
H -3.13 -0.46 -2.83 0.02
H -5.09 -0.64 -4.26 0.03
H -5.11 1.03 -3.66 0.03
Br -1.97 2.38 -5.16 0.65
C -2.13 1.04 -6.57 -0.69
C -3.17 1.44 -7.59 -0.68
Br -4.97 1.14 -6.91 0.63
H -2.35 0.09 -6.08 0.05
H -1.14 0.99 -7.03 0.06
H -3.09 0.82 -8.48 0.06
H -3.11 2.49 -7.88 0.05
Br -9.33 -4.21 -3.45 0.65
C -8.47 -3.37 -4.98 -0.68
C -7.50 -4.31 -5.66 -0.69
Br -5.84 -4.46 -4.65 0.60
H -7.99 -2.45 -4.62 0.01
H -9.28 -3.10 -5.66 0.06
H -7.21 -3.93 -6.64 0.06
H -7.90 -5.32 -5.77 0.05
Br 0.69 4.33 6.79 0.60
C -1.09 3.65 7.21 -0.69
C -1.51 2.59 6.21 -0.67
Br -2.08 3.40 4.53 0.67
H -1.76 4.50 7.24 0.05
H -1.00 3.22 8.21 0.06
H -2.39 2.05 6.58 0.00
H -0.72 1.88 5.98 0.06
Br -10.54 -5.44 2.61 0.59
C -10.54 -5.04 0.71 -0.70
C -9.18 -5.30 0.10 -0.71
Br -7.93 -3.86 0.53 0.59
H -10.87 -4.01 0.59 0.05
H -11.28 -5.71 0.27 0.06
H -9.24 -5.30 -0.99 -0.03
H -8.72 -6.23 0.43 0.05
Br 5.87 -0.63 1.23 0.59
C 7.56 -1.26 1.99 -0.68
C 7.37 -1.74 3.40 -0.69
Br 7.22 -0.25 4.64 0.61
H 8.27 -0.44 1.90 0.04
H 7.87 -2.08 1.34 0.05
H 8.25 -2.30 3.74 0.06
H 6.48 -2.36 3.54 -0.02
Br -5.52 0.74 2.98 0.60
C -6.26 0.66 4.78 -0.69
C -5.22 1.09 5.79 -0.70
Br -3.93 -0.33 6.10 0.63
H -6.63 -0.35 4.94 0.05
H -7.10 1.35 4.78 0.06
H -5.68 1.28 6.76 0.06
H -4.66 1.97 5.49 0.01
Br 11.40 2.39 5.05 0.60
C 10.30 3.94 4.66 -0.70
C 8.95 3.54 4.10 -0.70
Br 9.10 3.01 2.23 0.59
H 10.87 4.58 3.98 0.05
H 10.18 4.45 5.62 0.06
H 8.26 4.38 4.11 0.06
H 8.50 2.70 4.63 0.02
Br 3.04 -4.47 1.12 0.60
C 4.72 -5.11 1.87 -0.69
C 4.53 -5.60 3.29 -0.69
Br 4.38 -4.11 4.54 0.63
H 5.44 -4.29 1.79 0.04
H 5.03 -5.93 1.22 0.06
H 5.40 -6.16 3.62 0.06
H 3.64 -6.21 3.42 0.05
```

Properties
* E_HOMO: -8.73 eV
* orbital gap: 8.250 eV

---

No. 3
A molecular structure, C21H48CrN10. Source: the OMol25 dataset; level of theory: the ωB97M-V functional and the def2-TZVPD basis.

```
80
Properties=species:S:1:pos:R:3:lowdin_charge:R:1
Cr -0.11 0.32 -0.36 0.77
C 4.67 0.51 0.45 -0.03
N 4.18 -0.27 -0.67 -0.14
C 5.19 -0.91 -1.50 -0.03
C 2.85 -0.46 -0.86 -0.38
N 1.94 0.49 -0.70 -0.01
C 2.38 1.89 -0.80 -0.19
C 1.21 2.75 -1.25 -0.15
N 0.00 2.46 -0.46 -0.24
C -1.23 2.95 -1.12 -0.15
C -2.44 2.13 -0.68 -0.15
N -2.16 0.69 -0.63 -0.01
C -2.43 -0.10 -1.64 -0.39
N -2.31 -1.44 -1.42 -0.14
C -2.55 -2.03 -0.10 -0.03
C -2.33 -2.42 -2.50 -0.03
N -2.80 0.36 -2.90 -0.16
C -4.01 -0.18 -3.51 -0.04
C -1.76 0.73 -3.83 -0.04
C 0.08 2.96 0.94 -0.12
C 0.61 1.95 1.95 -0.19
N 0.03 0.63 1.76 -0.01
C -0.51 0.00 2.77 -0.38
N -0.55 -1.36 2.73 -0.14
C 0.48 -2.13 2.08 -0.04
C -1.61 -2.14 3.36 -0.04
N -1.07 0.61 3.85 -0.14
C -0.96 0.08 5.20 -0.03
C -1.74 1.89 3.73 -0.03
N 2.43 -1.68 -1.27 -0.13
C 3.09 -2.92 -0.86 -0.02
C 1.12 -1.83 -1.83 -0.06
H 5.47 -0.05 0.95 0.10
H 3.87 0.67 1.18 0.09
H 5.07 1.48 0.14 0.10
H 5.89 -0.15 -1.84 0.10
H 4.72 -1.36 -2.37 0.10
H 5.74 -1.67 -0.95 0.10
H 3.19 1.99 -1.52 0.14
H 2.76 2.27 0.15 0.10
H 0.97 2.51 -2.29 0.12
H 1.47 3.81 -1.20 0.14
H -1.09 2.84 -2.19 0.11
H -1.38 4.01 -0.91 0.15
H -3.29 2.35 -1.34 0.13
H -2.74 2.42 0.33 0.11
H -2.52 -1.26 0.66 0.08
H -1.79 -2.79 0.10 0.08
H -3.53 -2.52 -0.10 0.11
H -1.97 -1.98 -3.43 0.09
H -3.34 -2.81 -2.66 0.11
H -1.68 -3.25 -2.23 0.10
H -4.70 -0.51 -2.73 0.11
H -3.82 -1.00 -4.20 0.09
H -4.51 0.62 -4.06 0.10
H -0.84 0.99 -3.30 0.07
H -2.06 1.59 -4.43 0.11
H -1.52 -0.10 -4.52 0.10
H -0.93 3.26 1.23 0.11
H 0.69 3.87 0.95 0.14
H 0.46 2.35 2.95 0.11
H 1.70 1.85 1.84 0.10
H 1.28 -1.46 1.75 0.08
H 0.09 -2.67 1.21 0.07
H 0.89 -2.87 2.77 0.11
H -2.44 -1.50 3.64 0.10
H -1.25 -2.67 4.25 0.10
H -1.97 -2.89 2.66 0.09
H -0.34 -0.80 5.21 0.09
H -1.94 -0.16 5.62 0.10
H -0.49 0.84 5.84 0.10
H -1.93 2.10 2.68 0.08
H -1.16 2.70 4.16 0.10
H -2.70 1.84 4.25 0.11
H 3.88 -2.70 -0.16 0.09
H 3.50 -3.45 -1.72 0.11
H 2.36 -3.56 -0.36 0.10
H 0.88 -1.01 -2.51 0.10
H 0.32 -1.93 -1.05 0.06
H 1.07 -2.76 -2.40 0.11
```

Properties
* 2S+1: 5
* total charge: +2
* E_HOMO (spin up / spin down): -13.25 / -14.20 eV
* orbital gap (spin up / spin down): 8.278 / 9.628 eV
* ⟨S²⟩: 6.015

---

No. 4
A molecular structure, C21H48IrN10O4Se. Source: the OMol25 dataset; level of theory: the ωB97M-V functional and the def2-TZVPD basis.

```
85
Properties=species:S:1:pos:R:3:lowdin_charge:R:1
Ir 0.32 0.07 0.12 1.39
C 0.73 0.74 -5.42 -0.04
N 0.08 0.04 -4.34 -0.20
C -1.25 -0.46 -4.60 -0.06
C 0.71 -0.13 -3.11 -0.35
N 0.10 0.25 -2.00 -0.01
C -1.03 1.16 -2.22 -0.19
C -1.19 2.14 -1.08 -0.15
N -1.24 1.37 0.19 -0.28
C -0.84 2.26 1.33 -0.14
C -0.58 1.44 2.57 -0.17
N 0.06 0.15 2.23 -0.01
C 0.25 -0.66 3.25 -0.34
N 0.97 -1.82 3.31 -0.13
C 2.34 -2.08 2.86 -0.04
C 0.28 -2.99 3.84 -0.05
N -0.32 -0.36 4.49 -0.17
C -1.75 -0.20 4.73 -0.06
C 0.45 -0.65 5.69 -0.04
C -2.55 0.69 0.40 -0.11
C -2.36 -0.78 0.76 -0.17
N -1.23 -1.35 0.03 -0.05
C -1.37 -2.36 -0.79 -0.38
N -2.58 -2.80 -1.25 -0.15
C -2.87 -4.22 -1.41 -0.04
C -3.62 -1.92 -1.76 -0.05
N -0.29 -3.10 -1.15 -0.13
C 0.90 -3.13 -0.32 -0.04
C -0.16 -3.66 -2.48 -0.03
N 1.91 -0.75 -3.20 -0.11
C 3.02 -0.60 -2.28 -0.04
C 2.27 -1.52 -4.38 -0.05
H 0.13 1.60 -5.72 0.10
H 1.70 1.11 -5.09 0.10
H 0.87 0.11 -6.30 0.09
H -1.23 -1.17 -5.44 0.10
H -1.63 -0.99 -3.73 0.07
H -1.95 0.34 -4.85 0.10
H -0.92 1.74 -3.14 0.13
H -1.96 0.59 -2.32 0.08
H -0.32 2.80 -1.02 0.12
H -2.10 2.73 -1.20 0.14
H 0.05 2.78 1.02 0.10
H -1.65 2.98 1.51 0.14
H 0.05 2.00 3.26 0.14
H -1.54 1.27 3.06 0.08
H 2.96 -1.21 3.04 0.09
H 2.70 -2.90 3.48 0.09
H 2.43 -2.34 1.82 0.05
H -0.63 -2.70 4.35 0.08
H 0.01 -3.68 3.04 0.09
H 0.92 -3.52 4.55 0.09
H -2.34 -0.50 3.87 0.08
H -2.03 -0.86 5.56 0.10
H -2.02 0.82 5.01 0.10
H 1.51 -0.58 5.47 0.10
H 0.21 0.10 6.44 0.10
H 0.23 -1.64 6.11 0.09
H -3.11 1.22 1.17 0.14
H -3.12 0.78 -0.53 0.11
H -2.13 -0.86 1.82 0.08
H -3.29 -1.33 0.59 0.11
H -2.09 -4.81 -0.94 0.10
H -3.82 -4.44 -0.93 0.10
H -2.95 -4.51 -2.46 0.09
H -3.28 -0.89 -1.75 0.06
H -3.85 -2.18 -2.80 0.10
H -4.54 -2.00 -1.18 0.10
H 1.58 -2.30 -0.53 0.05
H 0.61 -3.08 0.73 0.07
H 1.42 -4.07 -0.51 0.11
H -1.04 -3.42 -3.08 0.08
H 0.72 -3.23 -2.97 0.08
H -0.04 -4.74 -2.45 0.10
H 2.74 -0.14 -1.35 0.00
H 3.44 -1.58 -2.06 0.10
H 3.80 0.02 -2.73 0.11
H 1.39 -1.85 -4.93 0.09
H 2.92 -0.95 -5.06 0.10
H 2.84 -2.39 -4.05 0.09
O 1.53 1.71 -0.14 -0.56
Se 2.90 1.20 0.76 0.84
O 4.25 1.46 -0.04 -0.41
O 2.45 -0.45 0.66 -0.59
O 2.76 1.78 2.25 -0.43
```

Properties
* energy above the lowest of the compared OMol25 structures with the same formula, charge and spin: 19.0 kcal/mol
* total charge: +1
* E_HOMO: -10.66 eV
* orbital gap: 8.586 eV

---

| no. | E_tot (a.u.) |
| --- | --- |
| 1 | -2236.4576 |
| 2 | -54252.7262 |
| 3 | -2420.5201 |
| 4 | -4182.9446 |